(1)
An isolated ion of composition C14H28N and charge +1 at a distorted geometry. Source: OMol25; level of theory: wB97M-V/def2-TZVPD.

Computed properties:
DFT total energy ... -604.68718 Eh

```
! wB97M-V def2-TZVPD RIJCOSX def2/J DEFGRID3
* xyz 1 1
C 4.407 -1.389 1.341
C 3.558 -0.547 1.305
C 2.548 0.492 1.253
N 1.261 0.085 1.898
C 0.316 1.209 1.786
C 1.521 -0.205 3.319
C 0.752 -1.133 1.192
C -0.642 -1.627 1.598
C -1.757 -1.179 0.646
C -1.728 -1.918 -0.695
C -2.632 -1.257 -1.746
C -1.892 -0.322 -2.707
C -1.198 0.860 -2.032
C -0.622 1.845 -3.048
C 0.131 2.985 -2.372
H 5.160 -2.121 1.365
H 2.353 0.751 0.207
H 2.929 1.382 1.763
H 0.117 1.432 0.739
H -0.621 0.964 2.280
H 0.733 2.097 2.259
H 0.611 -0.528 3.818
H 1.894 0.687 3.820
H 2.269 -0.992 3.403
H 0.744 -0.909 0.123
H 1.494 -1.915 1.361
H -0.886 -1.323 2.615
H -0.622 -2.718 1.599
H -2.717 -1.381 1.125
H -1.707 -0.105 0.472
H -2.054 -2.945 -0.525
H -0.710 -1.970 -1.087
H -3.105 -2.034 -2.347
H -3.430 -0.707 -1.244
H -2.614 0.065 -3.427
H -1.151 -0.897 -3.267
H -0.380 0.491 -1.406
H -1.913 1.385 -1.393
H 0.051 1.315 -3.725
H -1.435 2.256 -3.647
H 0.490 3.693 -3.114
H -0.518 3.519 -1.681
H 0.995 2.611 -1.822
*
```

=====

(2)
A 3-piece molecular cluster, C14H30F5O13P2S2 overall at a distorted geometry. Source: OMol25; level of theory: wB97M-V/def2-TZVPD.

Computed properties:
DFT total energy ... -3508.00013 Eh

```
! wB97M-V def2-TZVPD RIJCOSX def2/J DEFGRID3
* xyz -1 1
O 4.548 -2.387 -0.884
S 3.784 -1.547 -1.822
O 4.154 -0.134 -1.684
O 2.289 -1.727 -1.501
S 4.017 -2.201 -3.861
O 5.022 -1.315 -4.457
O 2.740 -2.077 -4.559
C 4.680 -3.936 -4.014
F 4.619 -4.245 -5.362
F 6.010 -4.037 -3.697
C 3.844 -5.058 -3.263
F 4.691 -5.910 -2.612
F 3.205 -5.830 -4.209
F 2.881 -4.588 -2.458
O -3.519 -1.026 1.030
P -3.038 -2.411 1.399
O -1.641 -2.454 0.531
C -0.602 -1.527 0.837
C 0.142 -1.926 2.096
O -4.004 -3.271 0.377
C -5.182 -2.694 -0.174
C -4.894 -2.055 -1.520
O -2.651 -3.912 2.090
C -2.406 -4.006 3.491
C -3.263 -3.082 4.332
H -1.002 -0.513 0.929
H 0.091 -1.533 -0.006
H -0.496 -1.795 2.979
H 1.032 -1.309 2.232
H 0.444 -2.974 2.054
H -5.627 -1.982 0.523
H -5.909 -3.500 -0.306
H -4.023 -1.401 -1.487
H -5.752 -1.470 -1.861
H -4.681 -2.823 -2.266
H -1.345 -3.831 3.685
H -2.610 -5.041 3.779
H -3.057 -2.030 4.101
H -3.062 -3.237 5.393
H -4.325 -3.260 4.144
O 1.423 5.305 -0.830
P 0.728 4.212 -0.050
O 1.232 4.622 1.475
C 0.854 5.874 2.018
C -0.593 5.867 2.479
O 1.781 2.994 -0.352
C 2.687 3.050 -1.456
C 4.019 3.641 -1.035
O -0.270 3.012 0.615
C -1.687 3.108 0.483
C -2.145 3.704 -0.832
H 1.027 6.678 1.297
H 1.503 6.056 2.878
H -1.270 5.824 1.619
H -0.826 6.774 3.042
H -0.797 5.000 3.109
H 2.249 3.598 -2.291
H 2.843 2.025 -1.801
H 3.900 4.573 -0.480
H 4.648 3.836 -1.907
H 4.548 2.950 -0.376
H -2.092 3.676 1.327
H -2.082 2.093 0.571
H -1.802 4.741 -0.940
H -3.235 3.705 -0.890
H -1.748 3.134 -1.674
*
```

=====

(3)
A 2-piece molecular cluster, C32H35N3O7S overall at a distorted geometry. Source: OMol25; level of theory: wB97M-V/def2-TZVPD.

Computed properties:
DFT total energy ... -2329.34006 Eh

```
! wB97M-V def2-TZVPD RIJCOSX def2/J DEFGRID3
* xyz 0 1
C -2.069 5.675 -1.092
N -1.909 4.245 -0.972
C -2.992 3.435 -0.800
O -4.160 3.818 -0.678
C -2.485 1.994 -0.765
C -3.054 1.134 -1.900
C -4.555 0.994 -1.810
C -5.368 1.502 -2.824
C -6.756 1.484 -2.683
C -7.336 0.914 -1.537
C -6.518 0.348 -0.548
C -5.125 0.381 -0.689
N -1.030 2.169 -0.848
C -0.215 1.098 -0.751
C 1.166 1.138 -0.926
C 2.053 0.075 -0.775
C 3.483 0.244 -0.973
C 4.046 1.529 -1.188
C 5.426 1.672 -1.415
N 5.973 2.966 -1.666
O 7.209 3.047 -1.858
O 5.227 3.970 -1.690
C 6.309 0.585 -1.426
C 5.779 -0.679 -1.188
C 4.410 -0.839 -0.972
C -0.620 3.565 -1.074
C -0.031 3.802 -2.472
C 0.333 4.108 -0.002
H -3.137 5.890 -1.019
H -1.532 6.201 -0.294
H -1.690 6.048 -2.052
H -2.754 1.540 0.209
H -2.769 1.603 -2.857
H -2.570 0.146 -1.845
H -4.893 1.948 -3.702
H -7.382 1.922 -3.460
H -8.420 0.917 -1.416
H -6.956 -0.111 0.339
H -4.468 -0.039 0.076
H -0.739 0.161 -0.530
H 1.590 2.098 -1.213
H 1.668 -0.906 -0.563
H 3.437 2.432 -1.191
H 7.363 0.775 -1.619
H 6.440 -1.540 -1.192
H 4.030 -1.833 -0.792
H -0.761 3.507 -3.239
H 0.204 4.869 -2.588
H 0.888 3.228 -2.621
H -0.130 3.996 0.987
H 1.286 3.574 -0.014
H 0.528 5.172 -0.190
C -2.290 -7.463 1.478
C -2.090 -6.024 1.072
O -0.718 -5.643 1.283
C -0.412 -4.371 0.836
C 0.977 -4.145 1.136
S 1.840 -2.728 1.337
C 2.505 -2.675 2.993
C 1.806 -1.938 3.945
C 2.329 -1.801 5.227
C 3.549 -2.399 5.562
C 4.244 -3.142 4.598
C 3.729 -3.278 3.307
O 3.039 -2.899 0.547
O 0.985 -1.561 1.274
O -1.216 -3.643 0.270
H -3.345 -7.656 1.289
H -1.691 -8.152 0.881
H -2.092 -7.653 2.535
H -2.352 -5.915 0.005
H -2.756 -5.392 1.682
H 1.537 -5.010 1.480
H 0.858 -1.479 3.671
H 1.751 -1.230 5.947
H 3.945 -2.294 6.570
H 5.185 -3.633 4.839
H 4.258 -3.851 2.545
*
```

=====

(4)
C22H17BrN4W as an isolated structure. Source: OMol25; level of theory: wB97M-V/def2-TZVPD.

Computed properties:
DFT total energy ... -3707.03150 Eh

```
! wB97M-V def2-TZVPD RIJCOSX def2/J DEFGRID3
* xyz 4 1
W 0.026 -0.044 0.243
C -2.046 -3.454 -1.347
C -1.047 -4.041 -2.120
C 0.220 -3.446 -2.206
C 0.469 -2.288 -1.523
N -0.525 -1.706 -0.747
C -1.763 -2.292 -0.678
C 1.748 -1.549 -1.524
C 2.875 -1.912 -2.208
C 4.023 -1.111 -2.123
C 4.014 0.048 -1.351
C 2.867 0.383 -0.681
N 1.741 -0.397 -0.748
H -3.032 -3.894 -1.271
H -1.245 -4.959 -2.662
H 0.986 -3.907 -2.815
H -2.502 -1.794 -0.064
H 2.891 -2.806 -2.816
H 4.917 -1.399 -2.665
H 4.887 0.683 -1.276
H 2.804 1.273 -0.068
Br 1.804 -3.130 6.573
C 1.176 -2.039 5.261
C 0.490 -0.855 5.598
C 0.009 -0.021 4.618
C 0.211 -0.363 3.274
C 0.893 -1.543 2.937
C 1.376 -2.382 3.906
N -0.243 0.427 2.206
C -0.899 1.575 2.281
C -1.300 2.263 1.074
C -1.986 3.455 1.080
C -2.333 4.044 -0.141
C -1.982 3.426 -1.345
C -1.298 2.239 -1.320
N -0.950 1.647 -0.133
H 0.343 -0.605 6.640
H -0.513 0.879 4.915
H 1.060 -1.826 1.891
H 1.903 -3.292 3.656
H -1.144 2.009 3.244
H -2.252 3.924 2.020
H -2.874 4.984 -0.150
H -2.242 3.868 -2.299
H -1.006 1.726 -2.227
*
```

=====

(5)
C20H35ClGaN2OS4Sb as an isolated structure. Source: OMol25; level of theory: wB97M-V/def2-TZVPD.

Computed properties:
DFT total energy ... -5186.03758 Eh

```
! wB97M-V def2-TZVPD RIJCOSX def2/J DEFGRID3
* xyz -1 2
Ga -1.344 -1.006 3.013
S -1.610 3.154 3.880
Sb -3.033 1.361 4.256
S -1.563 -0.432 5.159
S -2.967 0.204 2.055
C -0.671 4.649 -1.984
C -0.450 5.121 -0.551
C 0.126 4.043 0.361
C -0.826 2.870 0.562
N -0.298 1.862 1.454
C 0.510 0.877 1.123
S 0.899 -0.354 2.262
N 1.052 0.860 -0.108
C 1.820 -0.240 -0.671
C 2.722 0.246 -1.798
C 4.004 0.948 -1.356
C 3.801 2.278 -0.644
H -0.993 5.466 -2.630
H -1.434 3.873 -2.046
H 0.251 4.240 -2.405
H -1.392 5.483 -0.130
H 0.230 5.977 -0.557
H 0.341 4.454 1.350
H 1.080 3.690 -0.045
H -1.111 2.403 -0.389
H -1.749 3.217 1.032
H -0.617 1.957 2.433
H 0.699 1.537 -0.769
H 1.138 -1.016 -1.039
H 2.405 -0.686 0.134
H 2.148 0.903 -2.464
H 2.985 -0.623 -2.405
H 4.630 1.108 -2.239
H 4.566 0.270 -0.706
H 3.221 2.967 -1.263
H 4.759 2.754 -0.429
H 3.271 2.160 0.299
Cl 1.020 -1.209 -6.202
C 0.294 -1.114 -4.622
C 0.194 -2.264 -3.846
C -0.368 -2.187 -2.591
C -0.843 -0.958 -2.069
C -1.341 -0.859 -0.766
C -0.736 0.184 -2.901
C -0.173 0.111 -4.156
H 0.560 -3.204 -4.233
H -0.440 -3.075 -1.976
H -1.687 0.079 -0.359
H -1.382 -1.717 -0.109
H -1.107 1.133 -2.533
H -0.092 0.989 -4.782
C -0.121 -4.820 2.336
C -1.410 -4.071 2.680
C -2.554 -4.569 1.794
C -1.761 -4.285 4.153
O -1.208 -2.716 2.420
H -0.238 -5.899 2.457
H 0.690 -4.480 2.981
H 0.159 -4.610 1.302
H -2.787 -5.618 1.990
H -2.284 -4.465 0.742
H -3.446 -3.968 1.976
H -1.905 -5.344 4.383
H -2.674 -3.743 4.403
H -0.961 -3.895 4.785
*
```

=====

(6)
C32H36BF3FeO2 as an isolated structure at a distorted geometry. Source: OMol25; level of theory: wB97M-V/def2-TZVPD.

Computed properties:
DFT total energy ... -2979.53494 Eh

```
! wB97M-V def2-TZVPD RIJCOSX def2/J DEFGRID3
* xyz 0 5
C 3.322 1.266 -4.131
C 3.874 0.525 -2.939
C 4.575 -0.747 -3.424
C 4.763 1.399 -1.886
C 6.218 0.957 -1.725
C 4.669 2.896 -2.118
O 4.153 1.126 -0.599
B 3.303 0.088 -0.879
C 2.821 -0.929 0.174
C 3.285 -0.932 1.488
C 3.003 -1.978 2.335
C 2.163 -2.996 1.906
C 1.922 -4.181 2.796
F 1.277 -3.802 3.946
F 1.155 -5.141 2.204
F 3.094 -4.770 3.177
C 1.577 -2.951 0.649
C 1.844 -1.874 -0.199
C -1.122 2.009 0.188
C -0.006 2.415 1.157
O 2.751 0.092 -2.147
H 4.145 1.563 -4.789
H 2.663 0.610 -4.708
H 2.757 2.156 -3.845
H 5.477 -0.498 -3.996
H 4.861 -1.430 -2.605
H 3.903 -1.296 -4.099
H 6.791 1.048 -2.651
H 6.668 1.628 -0.982
H 6.271 -0.073 -1.359
H 5.256 3.170 -3.000
H 3.631 3.242 -2.249
H 5.113 3.417 -1.266
H 3.875 -0.089 1.839
H 3.423 -2.023 3.338
H 0.891 -3.742 0.339
H 1.296 -1.790 -1.129
H -1.582 2.917 -0.213
H -0.650 1.527 -0.675
H -0.368 3.136 1.886
H 0.351 1.516 1.667
H 0.859 2.831 0.611
C -5.996 1.594 1.788
C -4.901 0.702 2.088
C -5.147 -0.557 1.406
C -6.405 -0.434 0.681
C -6.922 0.900 0.924
Fe -5.120 0.924 0.113
C -4.821 0.850 -1.921
C -4.952 2.218 -1.431
C -3.978 2.417 -0.401
C -3.230 1.131 -0.211
C -2.079 1.063 0.776
C -1.662 -0.371 1.382
C -1.335 -0.574 2.759
C -1.201 -1.870 3.261
C -1.520 -2.959 2.444
C -1.736 -2.778 1.082
C -1.792 -1.487 0.568
C -3.746 0.227 -1.192
H -6.168 2.573 2.231
H -4.112 0.897 2.801
H -4.570 -1.467 1.509
H -6.924 -1.229 0.163
H -7.915 1.254 0.643
H -5.356 0.406 -2.762
H -5.595 3.002 -1.841
H -3.767 3.298 0.183
H -2.488 1.488 1.694
H -1.180 0.266 3.435
H -0.872 -2.012 4.306
H -1.529 -3.971 2.868
H -1.910 -3.642 0.423
H -1.930 -1.361 -0.491
H -3.413 -0.790 -1.366
*
```

=====

(7)
A 2-piece molecular cluster, C3H6S overall at a distorted geometry. Source: OMol25; level of theory: wB97M-V/def2-TZVPD.

Computed properties:
DFT total energy ... -515.95468 Eh

```
! wB97M-V def2-TZVPD RIJCOSX def2/J DEFGRID3
* xyz 0 1
C -0.820 0.996 -0.238
C -0.658 -0.415 -0.533
C 1.315 -0.666 0.446
S -1.881 -0.124 0.715
H -0.081 1.535 0.417
H -1.325 1.616 -0.969
H -0.960 -0.950 -1.477
H 1.759 -1.460 -0.150
H 1.031 -0.782 1.529
H 1.621 0.250 0.261
*
```

=====

(8)
A 9-piece molecular cluster, C42H42Br6F6 overall at a distorted geometry. Source: OMol25; level of theory: wB97M-V/def2-TZVPD.

Computed properties:
DFT total energy ... -17668.81359 Eh

```
! wB97M-V def2-TZVPD RIJCOSX def2/J DEFGRID3
* xyz 0 1
F 6.377 -3.024 5.346
C 6.984 -4.002 4.642
C 6.471 -4.240 3.327
C 7.143 -5.114 2.491
C 8.131 -5.933 2.948
C 8.553 -5.740 4.269
C 8.017 -4.779 5.122
H 5.678 -3.611 2.949
H 6.690 -5.141 1.511
H 8.554 -6.743 2.371
H 9.347 -6.408 4.571
H 8.412 -4.652 6.119
F 1.157 5.707 -5.461
C 1.553 6.335 -4.371
C 2.610 5.808 -3.609
C 3.068 6.515 -2.467
C 2.432 7.698 -2.133
C 1.414 8.246 -2.872
C 0.941 7.548 -3.972
H 3.065 4.908 -3.997
H 3.863 6.082 -1.877
H 2.887 8.207 -1.297
H 0.946 9.203 -2.693
H 0.013 7.903 -4.397
F -4.928 -0.651 4.919
C -6.227 -0.407 4.669
C -7.140 -1.438 4.944
C -8.484 -1.216 4.618
C -8.878 -0.024 4.046
C -7.936 0.995 3.826
C -6.598 0.759 4.120
H -6.812 -2.362 5.399
H -9.236 -1.960 4.834
H -9.917 0.212 3.867
H -8.209 1.963 3.433
H -5.903 1.586 4.110
F -1.485 -5.642 -5.573
C -1.543 -4.343 -5.836
C -2.637 -3.564 -5.362
C -2.692 -2.223 -5.728
C -1.668 -1.666 -6.497
C -0.612 -2.438 -7.010
C -0.557 -3.798 -6.616
H -3.337 -4.027 -4.683
H -3.539 -1.614 -5.448
H -1.620 -0.630 -6.798
H 0.171 -1.930 -7.555
H 0.189 -4.499 -6.960
F 5.927 3.346 3.420
C 4.632 3.750 3.685
C 3.638 2.801 3.825
C 2.307 3.204 3.999
C 2.020 4.515 4.359
C 3.037 5.449 4.256
C 4.356 5.079 4.055
H 3.800 1.762 3.577
H 1.612 2.398 4.183
H 0.984 4.753 4.551
H 2.904 6.471 4.579
H 5.168 5.771 4.224
F -6.004 -10.629 0.014
C -5.415 -9.516 0.553
C -5.947 -8.961 1.686
C -5.439 -7.795 2.247
C -4.407 -7.158 1.570
C -3.837 -7.749 0.467
C -4.338 -8.903 -0.150
H -6.789 -9.447 2.156
H -5.963 -7.362 3.086
H -4.070 -6.203 1.944
H -3.074 -7.184 -0.047
H -3.946 -9.196 -1.113
Br 8.452 -2.080 -7.116
C 8.074 -1.285 -5.396
C 6.549 -1.274 -5.063
Br 6.250 -0.299 -3.322
H 8.383 -0.241 -5.442
H 8.572 -1.793 -4.571
H 6.112 -2.265 -4.944
H 6.055 -0.794 -5.907
Br -5.047 8.053 2.437
C -5.631 8.414 0.519
C -4.638 9.417 0.027
Br -5.154 9.998 -1.792
H -6.640 8.825 0.549
H -5.704 7.444 0.028
H -3.642 8.975 -0.001
H -4.533 10.330 0.613
Br 0.572 -1.677 -0.778
C -0.651 -0.165 -0.488
C -0.146 1.062 -1.297
Br -1.469 2.550 -0.898
H -0.724 0.058 0.577
H -1.607 -0.542 -0.850
H -0.107 0.849 -2.365
H 0.808 1.387 -0.882
*
```

=====

(9)
A 2-piece molecular cluster, C3H11NO2 overall at a distorted geometry. Source: OMol25; level of theory: wB97M-V/def2-TZVPD.

Computed properties:
DFT total energy ... -325.70718 Eh

```
! wB97M-V def2-TZVPD RIJCOSX def2/J DEFGRID3
* xyz 1 2
C -0.322 -0.377 -1.686
N -0.333 0.198 -0.312
C 0.836 0.950 0.094
C 0.965 1.277 1.692
O 1.567 0.262 2.438
H 0.616 -0.005 -2.319
H -1.076 0.096 -2.297
H -0.392 -1.425 -1.772
H -0.443 -0.680 0.241
H 1.805 0.589 -0.300
H 0.701 1.943 -0.522
H 1.630 2.070 1.903
H -0.091 1.398 1.834
H 2.576 0.426 2.366
H -2.289 -1.057 -1.342
H -1.786 -2.531 -1.705
O -2.541 -1.926 -1.750
*
```